67
Properties=species:S:1:pos:R:3 method="wB97M-V/def2-TZVPD" mol_weight_g_mol=561.4 lumo_energy_ev=-0.148 charge=-1 total_energy_ev=-63452.1941 e_homo_ev=-4.47
S 1.311 5.503 -2.452
F 0.469 0.409 5.178
F -1.412 1.408 5.567
F -1.220 -0.732 5.878
O -1.350 1.377 0.108
O -0.072 -0.408 -0.593
O 0.002 4.924 -2.430
O 1.408 6.529 -3.448
O -0.745 -4.520 0.067
O 1.614 6.190 -1.038
O -1.115 -8.868 -2.929
O 1.616 0.892 1.440
O 0.447 2.872 0.742
C -4.584 -1.790 -1.948
C -0.559 -6.584 -2.808
C -0.464 -5.491 -2.055
C -1.395 -7.895 -0.805
C 3.852 2.013 2.647
C 2.679 2.575 -0.364
C 2.738 2.999 2.206
C 2.036 2.861 -2.934
C -1.124 0.170 -0.427
C 2.586 4.274 -2.801
C -3.482 0.238 -1.362
C -3.505 -2.525 -1.514
C -4.576 -0.424 -1.858
C 0.365 0.971 2.072
C -0.233 -0.323 2.625
C -2.418 -1.858 -1.020
C -0.461 1.898 1.119
C -1.301 -6.803 -0.051
C -0.829 -5.515 -0.617
C -0.856 0.285 5.056
C -2.395 -0.488 -0.944
C 2.095 1.968 -1.659
C -1.031 -7.871 -2.243
C -1.354 0.055 3.634
B 1.802 2.290 1.022
H -1.157 2.426 1.795
H -3.441 1.319 -1.307
H -1.854 0.977 3.329
H 3.658 2.100 -0.190
H -2.106 -0.735 3.613
H -1.738 -8.844 -0.411
H 3.182 3.962 1.918
H -5.425 0.153 -2.210
H 2.869 3.655 -0.366
H 2.674 1.070 -1.901
H 3.489 1.329 3.419
H 1.317 5.544 -0.367
H -5.440 -2.314 -2.365
H -1.548 -2.422 -0.701
H 2.991 4.590 -3.765
H -1.562 -6.800 1.000
H -3.515 -3.606 -1.592
H -0.122 -4.542 -2.449
H 1.000 2.908 -3.281
H 4.199 1.379 1.823
H 1.086 1.598 -1.464
H -0.698 -0.966 1.875
H 2.571 2.363 -3.751
H 0.471 1.622 2.964
H 4.741 2.542 3.018
H 2.131 3.162 3.115
H 3.414 4.367 -2.096
H -0.299 -6.587 -3.859
H 0.570 -0.853 3.142